{
  "formula": "C2H6N2S",
  "method": "ωB97M-V/def2-TZVPD",
  "smiles": "CC(=S)NN",
  "e_above_lowest_ev": 1.528,
  "gap_ha": 0.33025,
  "molar_mass_g_mol": 90.15,
  "elements": ["C", "C", "S", "N", "N", "H", "H", "H", "H", "H", "H"],
  "coordinates": [[-0.4604, -0.1497, -1.3482], [0.7018, 0.3060, -0.4910], [2.2214, 0.3237, -1.1196], [0.4838, 0.5116, 0.8441], [-0.5999, -0.2764, 1.4784], [-1.4740, 0.1314, -1.1415], [-0.2023, 0.1615, -2.4038], [-0.4400, -1.2475, -1.2923], [1.3549, 0.3429, 1.4410], [-0.3524, -0.5731, 2.3849], [-1.2331, 0.4695, 1.6479]]
}

***

{
  "formula": "C2H6N2S",
  "method": "ωB97M-V/def2-TZVPD",
  "e_above_lowest_ev": 3.795,
  "gap_ha": 0.32325,
  "molar_mass_g_mol": 90.15,
  "elements": ["C", "C", "H", "H", "H", "H", "H", "H", "N", "N", "S"],
  "coordinates": [[2.1620, 0.0369, -0.0565], [-0.6151, 0.7224, 0.0754], [2.6300, 0.5045, 1.1409], [2.7845, -1.0366, -0.2635], [2.5517, 0.7971, -0.9388], [-0.2133, 1.6646, 0.1827], [-3.5240, -0.6891, -0.3094], [-1.8257, -1.5027, 0.0580], [-1.8640, 0.6793, -0.0144], [-2.4843, -0.6049, 0.0491], [0.3983, -0.5716, 0.0764]]
}

***

{
  "formula": "C2H6N2S",
  "method": "ωB97M-V/def2-TZVPD",
  "smiles": "CS/C=N/N",
  "e_above_lowest_ev": 1.973,
  "gap_ha": 0.34787,
  "molar_mass_g_mol": 90.15,
  "elements": ["C", "S", "C", "N", "N", "H", "H", "H", "H", "H", "H"],
  "coordinates": [[-1.3988, -0.7341, -1.2204], [-1.0302, 0.8730, -0.5666], [0.3360, 0.5089, 0.4966], [1.0002, -0.5708, 0.4974], [2.0400, -0.6564, 1.3991], [-1.8850, -0.8447, -2.1404], [-0.3218, -1.1531, -1.3410], [-1.8486, -1.3081, -0.3858], [0.6660, 1.3295, 1.1005], [2.9512, -0.4718, 0.9727], [2.0168, -1.5790, 1.9275]]
}

***

{
  "formula": "C2H6N2S",
  "method": "ωB97M-V/def2-TZVPD",
  "smiles": "[H]/N=C(\\C)NS",
  "e_above_lowest_ev": 2.291,
  "gap_ha": 0.36564,
  "molar_mass_g_mol": 90.15,
  "elements": ["H", "N", "C", "C", "N", "S", "H", "H", "H", "H", "H"],
  "coordinates": [[-2.3404, -0.6022, -0.7225], [-1.5067, -1.1777, -0.3539], [-0.4955, -0.5466, -0.1469], [-0.5600, 0.9291, -0.0538], [0.7935, -1.0989, 0.3494], [2.0197, -0.3436, -0.4136], [-1.4892, 1.4340, -0.3207], [-0.2812, 1.5133, 0.9893], [0.3561, 1.3926, -0.5711], [0.8612, -2.0223, 0.5754], [2.6424, 0.5222, 0.6682]]
}

***

{
  "formula": "C2H6N2S",
  "method": "ωB97M-V/def2-TZVPD",
  "smiles": "CNNC=S",
  "e_above_lowest_ev": 2.567,
  "gap_ha": 0.33906,
  "molar_mass_g_mol": 90.15,
  "elements": ["C", "N", "N", "C", "S", "H", "H", "H", "H", "H", "H"],
  "coordinates": [[-0.8885, -1.1594, 0.4078], [0.6266, -0.7924, 0.2610], [0.7625, 0.1782, -0.7168], [0.4809, 1.4891, -0.5391], [-0.2597, 2.1242, 0.7791], [-1.2606, -1.5800, 1.4730], [-1.2144, -1.8760, -0.2986], [-1.3481, -0.1319, 0.4713], [1.0808, -0.4002, 1.2089], [1.1245, -0.0095, -1.7843], [0.8960, 2.1581, -1.2623]]
}

***

{
  "formula": "C2H6N2S",
  "method": "ωB97M-V/def2-TZVPD",
  "smiles": "[H]/N=C\\N(C)S",
  "e_above_lowest_ev": 3.050,
  "gap_ha": 0.36427,
  "molar_mass_g_mol": 90.15,
  "elements": ["H", "N", "C", "N", "C", "S", "H", "H", "H", "H", "H"],
  "coordinates": [[0.3880, -1.5792, -1.0935], [1.1392, -1.5086, -0.4928], [1.2497, -0.3879, 0.0726], [0.1775, 0.5859, 0.0699], [0.1697, 1.3169, 1.3094], [-1.2018, -0.0367, -0.6622], [2.1435, -0.2082, 0.8798], [-0.2635, 0.6030, 2.1604], [-0.3247, 2.4390, 1.4251], [1.0278, 1.5524, 1.6939], [-1.4754, -1.3346, 0.1985]]
}

***

{
  "formula": "C2H6N2S2",
  "method": "ωB97M-V/def2-TZVPD",
  "smiles": "[H]/N=C(\\CS)NS",
  "e_above_lowest_ev": 0.679,
  "gap_ha": 0.34870,
  "molar_mass_g_mol": 122.22,
  "elements": ["H", "N", "C", "C", "S", "N", "S", "H", "H", "H", "H", "H"],
  "coordinates": [[-2.3014, -1.2431, 0.0079], [-1.3244, -1.3558, 0.3087], [-0.6961, -0.2251, 0.3989], [-1.1594, 1.1480, -0.0348], [-0.4283, 1.7220, -1.6270], [0.6221, -0.1707, 0.7875], [1.6477, -1.4683, 1.0792], [-0.7684, 1.8701, 0.7185], [-2.2316, 1.3259, -0.1310], [-0.7040, 0.5287, -2.3323], [1.0025, 0.7570, 0.6919], [1.5410, -2.1501, -0.0494]]
}

***

{
  "formula": "C2H6N2S2",
  "method": "ωB97M-V/def2-TZVPD",
  "smiles": "CSC(=S)NN",
  "e_above_lowest_ev": 0.563,
  "gap_ha": 0.34355,
  "molar_mass_g_mol": 122.22,
  "elements": ["C", "S", "C", "S", "N", "N", "H", "H", "H", "H", "H", "H"],
  "coordinates": [[-2.4644, 0.3727, -0.0173], [-1.2770, -0.9734, 0.0044], [0.2721, -0.1086, 0.0066], [0.4617, 1.5426, -0.0023], [1.3019, -0.9564, 0.0088], [2.6329, -0.5695, -0.0034], [-2.2934, 0.9865, -0.8479], [-2.3563, 1.0355, 0.8830], [-3.4407, -0.1159, -0.0032], [1.1464, -1.9886, -0.0548], [2.7813, 0.0516, 0.8210], [2.8185, 0.0200, -0.8062]]
}

***

{
  "formula": "C2H6N2S2",
  "method": "ωB97M-V/def2-TZVPD",
  "smiles": "[H]/N=C(\\NS)SC",
  "e_above_lowest_ev": 0.393,
  "gap_ha": 0.35287,
  "molar_mass_g_mol": 122.22,
  "elements": ["H", "N", "C", "N", "S", "S", "C", "H", "H", "H", "H", "H"],
  "coordinates": [[0.9703, -0.4376, 2.0854], [1.0006, -0.4125, 1.0455], [-0.1141, -0.0755, 0.5432], [-1.2461, 0.3144, 1.2697], [-2.7759, 0.6597, 0.6762], [-0.3362, -0.0103, -1.2093], [1.3323, -0.4904, -1.7100], [-1.1436, 0.2500, 2.2936], [-2.6573, 1.9983, 0.4957], [2.0581, 0.2076, -1.3567], [1.3386, -0.4865, -2.8060], [1.5734, -1.5172, -1.3273]]
}

***

{
  "formula": "C2H6N2S2",
  "method": "ωB97M-V/def2-TZVPD",
  "smiles": "NCC(=S)NS",
  "e_above_lowest_ev": 0.432,
  "gap_ha": 0.31964,
  "molar_mass_g_mol": 122.22,
  "elements": ["N", "C", "C", "S", "N", "S", "H", "H", "H", "H", "H", "H"],
  "coordinates": [[1.5772, 0.3636, 0.4134], [0.9367, -0.3470, -0.7025], [-0.5835, -0.2634, -0.5443], [-1.5976, -1.0486, -1.5904], [-1.0060, 0.4806, 0.4316], [-2.6007, 0.7617, 0.9165], [2.2557, -0.1401, 0.9731], [1.9700, 1.2447, 0.1206], [1.2161, 0.0727, -1.6447], [1.0885, -1.4021, -0.6853], [-0.3160, 0.8194, 1.1267], [-2.9404, -0.5414, 1.1853]]
}